No. 1
14
Properties=species:S:1:pos:R:3 method="wB97M-V/def2-TZVPD" fmax_ha_per_bohr=0.0794 charge=0 gap_ev=9.96 homo_energy_ev=-8.90 smiles="C=C=C1C[C@H]1C" multiplicity=1 lumo_energy_ev=1.059
C 0.4661 -0.6827 -0.2172
C 1.5857 -0.1462 -0.0339
C 2.7227 0.4666 0.0153
C -0.6825 -1.5038 0.2067
C -0.9066 -0.2098 -0.5203
C -1.4769 0.9969 0.0815
H 2.8451 1.2335 0.8355
H 3.4136 0.2377 -0.8003
H -1.0791 -2.5034 -0.1116
H -0.7018 -1.3420 1.3090
H -1.1731 -0.3965 -1.6374
H -2.6830 1.0531 -0.1008
H -0.8497 1.7792 -0.2152
H -1.4804 1.0175 1.1887


No. 2
18
Properties=species:S:1:pos:R:3 method="wB97M-V/def2-TZVPD" fmax_ha_per_bohr=0.0281 charge=+1 gap_ev=4.71 homo_energy_ev=-13.80 multiplicity=1 lumo_energy_ev=-9.089
C -1.8157 0.9819 -0.9073
C -0.6749 0.2613 -0.3485
C 0.2042 -0.5739 -1.0261
C 0.3527 -0.7515 -2.4686
O 1.5764 -0.5366 1.1868
N 0.0505 0.5885 2.9118
H -2.2040 1.7218 -0.2201
H -1.6483 1.3866 -1.9075
H -2.6288 0.2381 -1.0270
H -0.5307 0.3581 0.7214
H 0.9980 -1.0191 -0.4148
H -0.6050 -0.5963 -2.9738
H 1.0882 -0.0742 -2.9089
H 0.6905 -1.7686 -2.6638
H 0.6937 0.3056 2.1631
H 2.4708 -0.8980 1.3232
H 0.2977 1.3920 3.4747
H -0.3434 -0.1885 3.4221


No. 3
23
Properties=species:S:1:pos:R:3 method="wB97M-V/def2-TZVPD" fmax_ha_per_bohr=0.0850 charge=0 gap_ev=8.54 homo_energy_ev=-7.90 multiplicity=1 lumo_energy_ev=0.638
B -1.3988 0.2414 0.0106
C -2.5835 -0.2879 -0.7646
C -2.7716 0.2098 0.7011
C 0.7319 -2.0519 -0.4462
C 1.2491 1.9367 -0.4097
C 1.2736 0.3786 1.4654
C 1.4811 -0.6898 -0.8261
C 0.9397 0.5328 -0.0196
H -2.9359 0.4003 -1.5112
H -2.6799 -1.4465 -0.8583
H -3.0911 -0.3328 1.5955
H -3.4236 1.2132 0.8977
H 1.4847 -2.7878 -0.6130
H -0.0627 -2.0533 -1.1574
H 0.3915 -1.9109 0.6063
H 1.6195 1.8781 -1.4491
H 1.7622 2.3761 0.4756
H 0.2138 2.4474 -0.4322
H 1.1852 -0.6783 1.8844
H 2.2646 0.8612 1.5404
H 0.4832 0.9810 1.9821
H 1.2812 -0.5361 -1.9823
H 2.5857 -0.6813 -0.6897


No. 4
8
Properties=species:S:1:pos:R:3 method="wB97M-V/def2-TZVPD" fmax_ha_per_bohr=0.1229 charge=0 gap_ev=9.67 homo_energy_ev=-9.51 multiplicity=1 lumo_energy_ev=0.162
C -0.2533 0.9575 0.0711
C 0.2142 -0.9007 0.2200
Br -2.1956 0.7808 -0.4693
I 2.2549 -1.0325 -0.6765
H 0.2814 1.2033 -0.9086
H -0.1561 1.5120 0.9994
H -0.3921 -1.3249 -0.4731
H 0.2466 -1.1956 1.2371


What are the ΔE to the lowest compared entry with this formula, charge and spin values for these records? In order: 3.0747; 7.6065; 6.0116; 1.8327 eV.